The following is a DFT calculation (the ωB97M-V functional and the def2-TZVPD basis) of a structure of composition C6H24N12O6Tl in a non-equilibrium geometry.

DFT total energy ... -1523.17750 Eh
Energy relative to the best compared isomer or geometry (same formula, charge and spin) ... 4.254 eV

```
! wB97M-V def2-TZVPD RIJCOSX def2/J DEFGRID3
* xyz 3 1
Tl 0.02 -0.12 0.85
O -0.33 -2.12 -0.89
O -2.65 -0.90 0.28
O -2.06 1.62 1.62
O 1.20 0.34 -1.67
O 1.63 -1.25 2.68
O 2.55 0.96 0.87
N 4.27 0.83 -0.62
N -4.16 2.42 1.22
N -2.77 3.47 2.71
N -0.94 -3.87 -2.22
N 4.05 2.65 0.78
N 2.57 -0.38 4.61
N -4.88 -0.80 0.69
N 3.85 -1.35 2.98
N 1.54 1.44 -3.61
N -1.36 -1.70 -2.87
N -4.14 -1.21 -1.43
N 1.97 -0.82 -3.48
C 2.62 -0.99 3.42
C -2.99 2.41 1.89
C -0.85 -2.56 -1.93
C 3.62 1.42 0.41
C 1.60 0.32 -2.87
C -3.83 -0.89 -0.15
H -4.40 1.68 0.59
H 3.40 -0.23 5.16
H 4.65 -1.44 3.57
H 3.67 2.98 1.66
H 3.88 -1.70 2.04
H -1.97 3.40 3.31
H -1.21 -0.72 -2.72
H 4.92 3.02 0.43
H -1.58 -4.15 -2.94
H -5.09 -1.43 -1.67
H -1.74 -2.03 -3.74
H 5.02 1.38 -1.01
H 2.15 -0.80 -4.47
H 1.68 -0.14 5.01
H 3.83 0.02 -1.00
H 1.97 1.46 -4.52
H -3.34 -1.53 -1.97
H -0.49 -4.54 -1.62
H -5.81 -1.12 0.46
H 1.19 2.27 -3.16
H 1.91 -1.70 -2.99
H -3.48 4.14 2.95
H -4.73 -0.65 1.68
H -4.94 2.90 1.64
*
```



The following is a DFT calculation (the ωB97M-V functional and the def2-TZVPD basis) of a cluster of 6 separate species, C6H24O6 in total in a non-equilibrium geometry.

DFT total energy ... -694.40675 Eh
Energy relative to the best compared isomer or geometry (same formula, charge and spin) ... 1.243 eV
SMILES ... CC(C)O.CC(C)O.O.O.O.O

```
! wB97M-V def2-TZVPD RIJCOSX def2/J DEFGRID3
* xyz 0 1
O -1.56 1.80 6.11
O -1.32 3.80 1.25
O 1.42 -2.02 -5.32
O 1.06 -2.69 3.80
O 0.59 -0.16 5.11
O 0.67 -1.15 1.33
C 0.40 -0.15 -6.42
C 0.35 -0.32 -3.92
C 1.16 -0.61 -5.20
C -0.56 -0.44 1.13
C -0.89 0.52 2.27
C -0.40 0.31 -0.17
H 0.37 -1.11 -3.17
H 0.07 0.83 2.71
H 0.33 -0.63 4.31
H -1.09 0.97 5.96
H -1.20 4.75 1.22
H 1.91 -2.43 4.17
H -1.32 -1.23 1.02
H 2.15 -0.14 -5.21
H 1.12 -3.65 3.69
H 0.99 -0.13 -7.34
H -0.69 -0.20 -4.21
H 0.73 -0.85 5.76
H -1.57 0.17 3.05
H 0.66 -1.78 2.06
H -0.91 3.47 0.45
H -0.10 -0.36 -0.98
H -2.50 1.57 6.06
H 2.12 -2.29 -4.73
H 0.41 1.02 0.04
H 0.64 0.65 -3.53
H -0.54 -0.69 -6.51
H -1.34 0.77 -0.48
H 0.18 0.92 -6.30
H -1.33 1.48 1.99
*
```



The following is a DFT calculation (the ωB97M-V functional and the def2-TZVPD basis) of a structure of composition C6H24O8V in a non-equilibrium geometry.

DFT total energy ... -1788.70413 Eh
Energy relative to the best compared isomer or geometry (same formula, charge and spin) ... 0.000 eV

```
! wB97M-V def2-TZVPD RIJCOSX def2/J DEFGRID3
* xyz 1 1
V -1.62 -0.31 -0.41
O 0.93 -3.18 1.84
O -2.03 0.89 -1.40
O 1.06 4.81 -3.66
O -1.66 -2.01 -1.98
O -1.57 -2.26 1.06
O -1.86 0.63 1.74
O -0.03 -0.49 -0.47
O -3.83 -0.31 -0.01
C 1.16 3.36 -3.51
C 1.23 -1.94 2.53
C 2.75 -1.85 2.54
C 2.10 3.05 -2.35
C -0.27 2.91 -3.27
C 0.66 -2.11 3.96
H -2.02 0.04 2.49
H 0.76 -3.13 4.32
H -4.26 -1.12 0.29
H 3.12 -0.86 2.83
H 1.63 5.02 -4.42
H -2.14 -3.04 1.03
H 2.58 2.08 -2.34
H -2.08 -2.24 -2.82
H -0.72 3.27 -2.35
H 1.01 -1.38 4.69
H -0.42 -1.95 3.85
H 1.54 3.18 -1.42
H -1.93 1.53 2.09
H 1.48 -3.86 2.25
H 3.25 -1.95 1.58
H 2.87 3.81 -2.31
H 0.73 -1.11 2.03
H -0.88 3.09 -4.16
H -0.86 -2.56 -1.93
H -0.81 -2.53 1.61
H -4.26 0.40 0.49
H 1.51 2.94 -4.46
H 3.17 -2.61 3.20
H -0.25 1.82 -3.17
*
```



The following is a DFT calculation (the ωB97M-V functional and the def2-TZVPD basis) of a structure of composition C6H25BHfO19 in a non-equilibrium geometry.

DFT total energy ... -1745.23946 Eh

```
! wB97M-V def2-TZVPD RIJCOSX def2/J DEFGRID3
* xyz 2 1
Hf 3.00 1.40 -3.89
O -4.71 -1.18 1.51
O -0.51 -2.80 -3.21
O -5.70 -1.38 3.59
O -3.52 -2.83 0.37
O -1.88 3.55 -0.07
O -2.87 -1.79 4.38
O -2.45 -0.78 -2.21
O 2.66 3.33 -2.34
O 3.83 -2.05 1.01
O -1.32 1.19 2.05
O 1.06 3.18 2.19
O 1.84 -1.12 3.30
O -3.30 -3.54 -1.80
O -2.51 -1.43 2.20
O -1.53 1.84 -3.31
O -2.94 -0.60 -0.08
O 4.07 -0.91 -3.09
O 4.47 1.91 0.42
O 2.09 0.68 -1.81
C -2.71 -1.25 -1.13
C -3.24 -2.74 -0.94
C -4.77 -1.38 2.87
C 0.82 -0.88 -0.39
C -3.28 -1.54 3.29
C 1.18 0.55 -0.76
B -3.38 -1.49 1.01
H -1.63 1.44 2.93
H 3.81 1.99 -0.28
H 0.46 2.42 2.18
H 0.23 -1.30 -1.21
H -2.16 2.55 -3.16
H 1.86 3.58 -1.85
H 1.73 -1.48 -0.46
H 1.31 -1.75 2.81
H 1.62 0.86 0.20
H -1.71 2.71 0.38
H 3.75 -1.44 1.76
H 1.82 -1.45 4.21
H -1.23 0.24 2.08
H 4.49 -1.67 -3.53
H -2.45 4.03 0.53
H 0.30 1.16 -0.93
H -0.63 -1.90 -3.53
H -1.84 1.12 -2.76
H 0.34 -0.94 0.58
H 1.92 2.82 1.98
H 4.08 1.31 1.06
H -0.53 -2.72 -2.26
H 4.06 -1.14 -2.15
H 2.99 -2.53 1.00
H 2.98 4.16 -2.73
*
```



The following is a DFT calculation (the ωB97M-V functional and the def2-TZVPD basis) of a cluster of 7 separate species, C6H25FN13O10S2 in total in a non-equilibrium geometry.

DFT total energy ... -2603.85880 Eh

```
! wB97M-V def2-TZVPD RIJCOSX def2/J DEFGRID3
* xyz 1 1
S 0.78 0.95 1.71
S -1.13 1.79 1.19
F -1.23 3.02 2.13
O -3.29 -6.63 -4.29
O 7.87 1.60 3.98
O -5.33 -2.09 -2.25
O -2.21 0.95 1.50
O 3.69 -2.12 1.17
O 3.18 2.31 1.45
O -1.03 2.23 -0.13
O 1.69 1.16 0.41
O 4.51 2.21 -1.24
O -5.71 -0.39 2.70
N 6.48 3.13 3.04
N 5.27 4.34 -1.50
N 4.94 3.00 -3.32
N -6.88 1.05 1.38
N -5.24 -5.79 -3.49
N -7.01 1.19 3.68
N -4.35 -0.27 -1.31
N 3.45 -2.51 -1.05
N 4.42 -0.56 -0.30
N 6.02 0.87 2.90
N -5.18 -1.96 0.02
N 2.55 2.44 0.54
N -3.24 -4.73 -3.05
C 3.85 -1.75 0.01
C -3.88 -5.78 -3.65
C -4.98 -1.49 -1.24
C 6.86 1.85 3.35
C 4.88 3.13 -1.98
C -6.48 0.56 2.59
H -7.65 1.96 3.61
H -6.75 0.85 4.58
H -5.64 -2.84 0.11
H 3.03 -3.40 -0.85
H 5.65 3.35 2.52
H 4.72 0.02 0.46
H -5.75 -6.54 -3.93
H -3.72 -4.02 -2.53
H -4.05 0.24 -0.50
H 6.27 -0.09 3.11
H -4.90 -1.46 0.85
H 4.55 -0.23 -1.24
H 5.18 1.05 2.39
H 4.66 2.11 -3.71
H 3.57 -2.23 -2.01
H -6.51 0.60 0.56
H 5.24 4.47 -0.50
H -7.51 1.82 1.28
H -2.25 -4.69 -3.15
H 0.64 -0.41 1.81
H -5.74 -5.09 -2.98
H 5.24 3.73 -3.94
H -4.19 0.11 -2.22
H 5.57 5.10 -2.08
H 7.08 3.87 3.35
*
```



The following is a DFT calculation (the ωB97M-V functional and the def2-TZVPD basis) of a cluster of 7 separate species, C6H25NO6 in total in a non-equilibrium geometry.

DFT total energy ... -749.66171 Eh
Energy relative to the best compared isomer or geometry (same formula, charge and spin) ... 4.424 eV
SMILES ... CCCC/C=C/N.O.O.O.O.O.O

```
! wB97M-V def2-TZVPD RIJCOSX def2/J DEFGRID3
* xyz 0 1
O -0.78 -2.70 1.74
O -1.78 -0.37 4.42
O 2.03 -3.76 1.10
O 2.28 -2.47 4.26
O -0.55 3.80 0.16
O -0.17 0.69 1.84
N -2.86 -1.00 -0.61
C 1.69 1.15 -0.90
C 0.49 0.65 -3.21
C 1.79 1.38 -2.51
C -0.92 1.41 -2.75
C -1.94 -0.05 -1.02
C -1.97 0.48 -2.30
H -0.95 -1.78 1.24
H 1.64 2.13 -0.38
H 0.77 0.71 -0.55
H -3.69 -1.15 -1.22
H -0.13 3.79 -0.64
H 0.61 0.28 -4.26
H -1.16 2.13 -3.53
H 2.51 0.60 -0.54
H 2.16 -2.99 0.41
H 2.79 -4.38 1.07
H -1.39 3.51 0.09
H 0.21 -2.59 1.88
H -1.19 -0.39 3.67
H 1.90 2.41 -2.85
H 0.62 0.29 2.29
H 0.05 1.39 1.28
H -3.00 -0.98 0.40
H 2.64 -2.53 3.47
H 1.89 -1.53 4.23
H -2.30 -1.14 4.44
H -2.83 0.29 -2.98
H 0.54 -0.31 -2.65
H -1.03 0.21 -0.35
H 2.68 0.71 -2.72
H -0.65 2.12 -2.01
*
```



The following is a DFT calculation (the ωB97M-V functional and the def2-TZVPD basis) of a cluster of 7 separate species, C6H25NO6 in total in a non-equilibrium geometry.

DFT total energy ... -749.72350 Eh
Energy relative to the best compared isomer or geometry (same formula, charge and spin) ... 2.743 eV
SMILES ... CCN1CCCC1.O.O.O.O.O.O

```
! wB97M-V def2-TZVPD RIJCOSX def2/J DEFGRID3
* xyz 0 1
O -2.99 -1.55 1.99
O 0.61 -1.70 -3.72
O -2.63 1.47 0.83
O -0.94 3.22 -0.06
O -1.31 1.52 -2.31
O -0.52 0.04 2.34
N 1.39 -0.31 0.38
C 2.63 0.63 0.45
C 2.34 2.08 0.71
C 1.80 -1.74 0.63
C 0.63 -2.68 0.34
C 0.66 -0.41 -0.93
C -0.25 -1.59 -0.55
H 2.62 -1.95 0.09
H 3.30 0.21 1.14
H -1.73 2.86 0.40
H 2.43 2.21 1.83
H -0.76 4.06 0.37
H 3.03 0.49 -0.66
H 0.13 0.45 2.87
H 1.24 -0.69 -1.72
H 3.12 2.73 0.21
H -2.76 1.02 0.02
H 0.36 0.60 -1.15
H -1.78 1.09 1.13
H -1.17 1.71 -3.21
H 0.99 -3.61 -0.14
H 1.41 -1.64 -3.21
H -0.02 -3.00 1.15
H -0.64 -2.19 -1.32
H -2.42 -0.83 2.38
H -0.03 -2.21 -3.20
H 2.16 -1.68 1.65
H -0.07 -0.27 1.49
H 1.31 2.24 0.38
H -1.39 2.44 -1.82
H -2.49 -2.27 2.40
H -1.20 -1.32 -0.11
*
```



The following is a DFT calculation (the ωB97M-V functional and the def2-TZVPD basis) of a cluster of 7 separate species, C6H25NO7 in total in a non-equilibrium geometry.

DFT total energy ... -824.97827 Eh
Energy relative to the best compared isomer or geometry (same formula, charge and spin) ... 3.202 eV
SMILES ... CN/C=C/CCCO.O.O.O.O.O.O

```
! wB97M-V def2-TZVPD RIJCOSX def2/J DEFGRID3
* xyz 0 1
O -2.33 1.31 -0.32
O 1.02 -0.37 4.03
O 0.44 1.30 -4.01
O 3.58 -1.13 1.37
O -1.73 0.33 2.89
O -0.55 2.56 1.67
O -1.38 -2.31 -2.31
N 0.08 -2.10 0.74
C 1.06 -0.71 -0.91
C 0.40 -0.84 0.24
C 1.71 0.59 -1.42
C -0.91 -2.19 1.85
C 0.70 1.71 -1.61
C -0.25 1.58 -2.79
H -0.94 0.75 -2.66
H -0.76 2.53 -2.92
H 1.20 -1.59 -1.53
H -0.23 -2.76 0.04
H 2.26 0.25 -2.30
H -2.49 0.73 2.46
H -3.24 1.02 -0.33
H 3.66 -1.49 0.49
H 1.03 0.55 -3.93
H -1.18 2.57 0.94
H -1.86 -1.79 1.50
H -1.74 0.68 -0.76
H 0.07 1.69 -0.72
H 0.11 0.01 0.84
H -0.93 -3.25 2.11
H 1.21 2.67 -1.64
H 0.78 -1.19 3.60
H 0.68 0.33 3.47
H 0.25 3.00 1.38
H 2.84 -0.52 1.31
H -0.54 -1.58 2.64
H -1.34 -1.48 -2.80
H -1.08 1.05 2.84
H 2.48 0.90 -0.72
H -2.08 -2.82 -2.72
*
```



The following is a DFT calculation (the ωB97M-V functional and the def2-TZVPD basis) of a cluster of 7 separate species, C6H27O7 in total in a non-equilibrium geometry.

DFT total energy ... -770.96761 Eh
Energy relative to the best compared isomer or geometry (same formula, charge and spin) ... 7.397 eV

```
! wB97M-V def2-TZVPD RIJCOSX def2/J DEFGRID3
* xyz 1 1
O 2.84 -0.52 -0.56
O -2.78 -0.15 0.76
O 0.30 -1.26 2.52
O 1.08 2.30 0.49
O 0.25 -0.37 -0.12
O -0.04 -3.04 -0.51
O -0.26 0.89 -3.49
C 3.33 0.64 -1.29
C -0.79 -1.49 3.35
C -3.22 1.15 0.65
C -0.67 1.94 -2.61
C 0.81 2.45 1.94
C 0.20 -3.55 -1.92
H -0.91 -0.90 4.20
H -0.97 1.44 -1.68
H -2.85 1.76 1.43
H 3.24 -1.24 -1.02
H -0.22 2.83 -2.55
H -3.28 -0.62 1.45
H -1.80 -1.28 3.02
H 3.43 0.19 -2.17
H 1.58 2.90 2.38
H -0.09 -0.19 0.81
H 1.13 0.02 -0.26
H 1.19 3.25 0.33
H -4.25 1.26 0.86
H 2.63 1.48 -1.53
H 0.35 -1.40 -0.23
H 0.90 -4.39 -1.77
H -3.01 1.70 -0.13
H 0.80 -2.96 -2.64
H -0.77 -3.52 -0.22
H 0.93 -1.74 2.79
H 0.73 1.40 2.43
H -0.16 3.18 2.06
H -0.64 -2.64 3.75
H 4.30 0.91 -0.92
H -0.66 -3.61 -2.47
H -0.81 0.89 -4.21
H -1.83 2.29 -2.92
*
```



The following is a DFT calculation (the ωB97M-V functional and the def2-TZVPD basis) of a cluster of 7 separate species, C6H28N2O6 in total in a non-equilibrium geometry.

DFT total energy ... -806.25994 Eh
Energy relative to the best compared isomer or geometry (same formula, charge and spin) ... 3.456 eV
SMILES ... CNC[C@@H](N)C(C)C.O.O.O.O.O.O

```
! wB97M-V def2-TZVPD RIJCOSX def2/J DEFGRID3
* xyz 0 1
O -0.23 4.35 -1.58
O 3.39 0.44 3.88
O -2.23 -3.91 -1.79
O 1.01 2.06 2.47
O 3.49 1.03 -2.95
O 1.99 1.96 -1.27
N 0.20 -1.89 -1.12
N -0.25 -0.59 2.23
C -0.69 -0.77 0.84
C -1.91 0.58 -1.00
C -1.69 0.46 0.51
C 0.61 -0.91 -0.07
C -3.02 0.06 1.21
C 1.12 -3.02 -1.14
H 0.53 -1.35 -1.93
H -0.08 3.61 -2.20
H -1.52 -3.25 -1.68
H 0.78 -3.82 -1.75
H 2.16 -2.98 -1.57
H -3.80 0.79 0.86
H 2.14 1.27 -0.59
H -1.87 1.59 -1.40
H -1.14 4.22 -1.31
H 0.89 1.11 2.34
H 3.26 1.31 3.46
H -2.94 0.46 2.26
H -3.41 -0.91 1.10
H 2.53 1.19 -3.10
H -1.32 1.39 0.96
H 0.18 -1.36 2.71
H -2.74 -0.05 -1.41
H 2.46 0.28 4.17
H -1.10 0.12 -1.64
H 1.39 -1.38 0.52
H 1.18 2.34 -0.88
H -2.91 -3.40 -1.28
H 0.45 2.58 1.89
H 0.77 0.10 -0.51
H 1.15 -3.38 -0.09
H 3.74 1.79 -2.42
H -1.18 -0.44 2.64
H -1.36 -1.66 0.61
*
```



The following is a DFT calculation (the ωB97M-V functional and the def2-TZVPD basis) of a cluster of 9 separate species, C6H28NO11 in total in a non-equilibrium geometry.

DFT total energy ... -1127.75618 Eh
Energy relative to the best compared isomer or geometry (same formula, charge and spin) ... 0.441 eV

```
! wB97M-V def2-TZVPD RIJCOSX def2/J DEFGRID3
* xyz -1 1
O 4.09 -0.80 -2.16
O -1.25 1.38 -4.43
O -0.36 -1.03 -0.29
O -2.20 0.87 4.89
O 1.39 -2.55 -2.76
O -2.62 -1.84 -1.93
O 0.89 -0.63 1.33
O 0.11 -2.94 2.62
O 3.17 -0.90 3.03
O 1.73 -0.76 -0.57
O -3.75 -0.54 0.37
N 0.74 -0.70 0.12
C 0.94 0.46 -4.59
C -0.11 0.88 -3.64
C -1.26 0.95 3.83
C 0.06 1.46 4.34
C 0.34 2.05 -2.77
C -1.80 1.80 2.66
H -0.08 2.46 4.76
H -0.45 2.42 -2.12
H 0.73 -0.26 -5.38
H 0.52 0.82 5.09
H -0.50 0.08 -3.02
H -1.06 1.90 1.87
H 0.74 1.62 3.50
H 3.82 -1.53 2.71
H 4.03 -1.70 -2.47
H -2.20 2.76 2.97
H -0.91 1.93 -5.13
H -2.69 1.30 2.26
H 3.33 -0.69 -1.58
H -1.91 0.42 5.69
H 1.19 -3.26 -2.15
H 0.17 -2.11 2.15
H 1.22 1.94 -2.14
H -1.90 -1.63 -1.32
H -2.80 -0.67 0.45
H -0.38 -2.74 3.41
H 0.60 2.80 -3.52
H -1.15 -0.01 3.32
H -3.24 -1.12 -1.81
H 2.39 -1.07 2.50
H -4.06 -0.50 1.27
H 1.16 -1.75 -2.28
H 1.49 1.28 -5.06
H 1.82 0.14 -4.04
*
```



| no. | lowest unoccupied orbital energy (eV) | HOMO level (eV) |
| --- | --- | --- |
| 1 | -14.30 | -17.99 |
| 2 | 0.16 | -9.98 |
| 3 | -4.36 | -11.80 |
| 4 | -13.17 | -14.90 |
| 5 | -6.19 | -10.86 |
| 6 | -0.19 | -7.98 |
| 7 | 0.54 | -9.10 |
| 8 | 0.00 | -8.04 |
| 9 | -2.30 | -13.26 |
| 10 | 0.03 | -10.06 |
| 11 | 2.66 | -6.76 |